# 1
Molecular formula: C8H13NO2PS2
Method: DFT, ωB97M-V/def2-TZVPD

Atoms and positions in Å:
C  2.73453  -0.60580  2.06058
C  1.60848  -1.38286  2.19794
C  2.86865  0.30531  1.08336
C  0.52357  -1.21305  1.36619
C  1.82760  0.46928  0.14284
C  0.66130  -0.15375  0.37078
C  -0.82298  1.51207  -0.92586
C  -0.58206  0.21974  -0.25150
N  0.36467  2.09815  -1.54282
O  -0.62955  -0.39314  -2.45985
O  -2.00814  -1.95574  -0.27717
P  -2.29061  -0.38122  0.12041
S  -3.73267  0.38689  -0.84338
S  -2.26703  -0.59463  2.30891
H  3.44535  -0.77014  2.81244
H  1.63830  -2.18533  2.86899
H  3.74830  0.95232  0.95346
H  -0.34398  -1.87437  1.48515
H  1.95284  1.13808  -0.80713
H  -1.71129  1.38937  -1.65939
H  -1.12738  2.16191  -0.04032
H  0.74921  1.46042  -2.24719
H  -1.25636  -0.98032  -2.97840
H  0.20353  3.09325  -1.81341
H  0.01028  -0.19579  -3.20423
H  -2.00796  -1.99412  -1.25165
H  -3.55661  -0.50652  2.53124

Summary:
F_max   5.8 eV Å⁻¹
Relative energy (zero: lowest compared OMol25 entry of this formula, charge and spin)   15.8 kJ/mol
Spin multiplicity   1
Net charge   +1
Total energy   -45043.0535 eV
Frontier orbital gap   6.95 eV


# 2
Molecular formula: C14H24BClN4O3
Method: DFT, ωB97M-V/def2-TZVPD

Atoms and positions in Å:
C  -2.10591  -4.46337  4.79974
O  -0.99663  -3.59204  4.79319
C  0.09035  -4.02607  4.00804
C  0.21976  -3.26171  2.68768
C  -1.12457  -2.95823  2.02329
B  -1.11983  -1.75657  1.02743
Cl  -2.13103  -1.92432  -0.43531
C  -0.39106  -0.37475  1.25327
C  -0.01067  0.27115  -0.06370
O  0.69719  -0.27632  -0.90029
O  -0.51619  1.51576  -0.29594
H  -2.21663  -4.99729  3.85953
H  -3.00034  -3.86609  4.95123
H  -2.03902  -5.17331  5.62188
H  0.99116  -3.87091  4.59798
H  0.03157  -5.09448  3.80402
H  0.81638  -2.36682  2.82278
H  0.77746  -3.90881  2.01345
H  -1.45590  -3.83484  1.47032
H  -1.89904  -2.76284  2.76560
H  -1.09340  0.27665  1.77406
H  0.49085  -0.44130  1.87621
H  -0.66947  1.95975  0.54822
C  1.42563  1.99852  -3.30978
C  1.79926  1.71701  -4.69010
N  2.08853  1.49554  -5.77722
H  0.95360  1.12583  -2.86077
H  2.31160  2.25298  -2.73248
H  0.73035  2.83505  -3.28441
C  3.49646  -0.37626  3.75750
C  2.09016  -0.14591  4.06471
N  0.98210  0.03122  4.30050
H  3.85546  -1.24294  4.30820
H  3.61519  -0.55556  2.69044
H  4.08143  0.49583  4.04059
C  -1.17410  5.05052  -1.41211
C  -0.73285  4.59391  -0.10169
N  -0.39407  4.21617  0.92810
H  -0.39706  5.65830  -1.87066
H  -1.38028  4.18958  -2.04495
H  -2.07936  5.64435  -1.30894
C  -0.49555  2.25462  -8.21375
C  -1.30654  3.44860  -8.42099
N  -1.94698  4.38557  -8.58150
H  -1.13994  1.40486  -7.99962
H  0.08820  2.04364  -9.10665
H  0.18376  2.40535  -7.37710

Summary:
F_max   2.0 eV Å⁻¹
Spin multiplicity   1
Net charge   0
Total energy   -40208.8397 eV
SMILES string   COCCCB(Cl)CC(=O)O.CC#N.CC#N.CC#N.CC#N
Frontier orbital gap   10.16 eV


# 3
Molecular formula: C27H37N3O3SiTi
Method: DFT, ωB97M-V/def2-TZVPD

Atoms and positions in Å:
Ti  -0.00924  0.17319  0.12231
C  4.35977  -1.06689  1.12593
N  3.36019  -1.01587  2.19951
C  3.77813  -1.54064  3.50043
C  2.16912  -0.53199  1.97418
O  1.83037  -0.05935  0.85478
C  1.11006  -0.53092  3.06261
O  -0.07448  -0.06805  2.42130
C  -1.31249  -0.44695  3.00764
C  -2.30992  -0.42876  1.86125
O  -1.85647  -0.07457  0.73284
N  -3.55688  -0.76552  2.03285
C  -4.50145  -0.76667  0.90774
C  -4.10981  -1.19557  3.31762
H  4.87478  -2.02340  1.18389
H  3.87085  -0.97036  0.16286
H  5.08030  -0.26053  1.25825
H  3.71737  -2.62893  3.50436
H  4.81060  -1.24610  3.67388
H  3.17499  -1.13362  4.30715
H  0.96480  -1.54101  3.45497
H  1.38448  0.13826  3.88134
H  -1.24342  -1.44834  3.44108
H  -1.59817  0.26200  3.78836
H  -4.04125  -0.31584  0.03631
H  -4.78802  -1.79367  0.68456
H  -5.38548  -0.20175  1.19666
H  -3.38531  -1.09686  4.11965
H  -4.97506  -0.57884  3.55352
H  -4.42625  -2.23533  3.24456
C  -2.83643  3.03876  -0.59170
Si  -1.65663  2.32906  -1.85783
C  -0.93024  3.63895  -2.95326
C  -2.41524  0.90577  -2.78254
N  -0.27248  1.61234  -0.95205
C  0.73998  2.43397  -0.35884
C  0.49236  3.08065  0.85646
C  1.50512  3.79808  1.47927
C  2.75737  3.88172  0.88832
C  3.00341  3.25017  -0.32759
C  2.00469  2.52218  -0.94787
H  -2.52229  4.02920  -0.25697
H  -2.93161  2.39522  0.28598
H  -3.83212  3.14704  -1.02814
H  -1.65382  3.93757  -3.71519
H  -0.04148  3.27484  -3.47304
H  -0.65349  4.53324  -2.39240
H  -3.40465  1.17512  -3.15749
H  -2.52757  0.02138  -2.14840
H  -1.80351  0.61484  -3.63797
H  -0.50232  3.03797  1.28740
H  1.31009  4.30794  2.41347
H  3.54137  4.45423  1.36565
H  3.97787  3.33053  -0.79064
H  2.18463  2.01742  -1.88904
C  1.20606  -2.51096  -4.90205
C  1.11666  -1.16216  -4.49822
C  0.76071  -0.84035  -3.21886
C  0.47344  -1.85111  -2.26893
C  0.09988  -1.56850  -0.92046
C  -0.13735  -2.60944  -0.04800
C  -0.03380  -3.95636  -0.45094
C  0.31037  -4.23902  -1.74221
C  0.57224  -3.20770  -2.67720
C  0.93949  -3.50918  -4.01148
H  1.48534  -2.74798  -5.91954
H  1.33090  -0.37851  -5.21332
H  0.68444  0.19700  -2.91888
H  -0.41882  -2.42210  0.99122
H  -0.23163  -4.75348  0.25339
H  0.39106  -5.26782  -2.07131
H  1.00579  -4.54764  -4.31117

Summary:
F_max   0.4 eV Å⁻¹
Spin multiplicity   1
Net charge   +2
Total energy   -70195.4960 eV
Frontier orbital gap   6.93 eV


# 4
Molecular formula: C5H5NO
Method: DFT, ωB97M-V/def2-TZVPD

Atoms and positions in Å:
N  1.61413  0.93740  -0.60335
C  2.00254  0.46785  0.53598
C  0.90843  -0.79815  0.39857
O  -0.21502  -0.90383  1.24635
C  -1.17279  -0.16413  0.83986
C  -0.87179  0.64954  -0.35752
C  0.47022  0.01770  -0.80841
H  1.35807  -1.78181  0.30236
H  -2.10717  -0.27209  1.37437
H  -1.70622  0.65052  -1.06611
H  -0.67569  1.70188  -0.08853
H  0.39529  -0.50488  -1.77357

Summary:
F_max   2.7 eV Å⁻¹
Relative energy (zero: lowest compared OMol25 entry of this formula, charge and spin)   555.7 kJ/mol
Spin multiplicity   1
Net charge   0
Total energy   -8797.6600 eV
Frontier orbital gap (alpha / beta)   5.67 / 8.82 eV


# 5
Molecular formula: C5H15N6
Method: DFT, ωB97M-V/def2-TZVPD

Atoms and positions in Å:
C  -2.21118  -0.53353  0.30102
C  -1.58618  0.69285  -1.72266
C  2.03150  -2.06315  -0.34292
C  1.96389  0.96777  -0.24106
C  -0.34895  1.12226  1.86498
N  -1.53164  -1.87336  0.25005
N  -0.35073  -2.08518  0.17247
N  -1.54306  0.53776  -0.25158
N  0.79131  -1.64885  0.15064
N  0.67384  0.42730  -0.26681
N  -0.30615  1.11032  0.38703
H  -3.02912  -0.97687  -0.39487
H  -2.47725  -0.40529  1.38677
H  -1.57400  1.76024  -1.84527
H  -0.59464  0.30889  -2.05597
H  -2.55815  0.31823  -1.95856
H  2.30073  -3.18805  -0.16378
H  2.20338  -1.89614  -1.46748
H  2.84363  -1.48232  0.02065
H  2.53564  0.39521  -0.87530
H  1.93574  2.09215  -0.37460
H  2.37812  0.89788  0.75229
H  -1.21619  1.57778  2.30231
H  -0.49139  0.12345  2.19616
H  0.52630  1.69271  2.10961
H  -0.36541  2.12795  0.06686

Summary:
F_max   4.6 eV Å⁻¹
Relative energy (zero: lowest compared OMol25 entry of this formula, charge and spin)   848.8 kJ/mol
Spin multiplicity   1
Net charge   +1
Total energy   -14353.0220 eV
Frontier orbital gap (alpha / beta)   7.49 / 7.49 eV


# 6
Molecular formula: C4H8N2
Method: DFT, ωB97M-V/def2-TZVPD

Atoms and positions in Å:
H  2.79195  0.86951  -1.16506
N  1.79919  1.18780  -1.28715
C  1.02741  0.68269  -0.37729
C  1.47445  -0.15551  0.84024
C  -0.40647  0.90955  -0.36925
N  -1.06641  0.34393  0.53342
C  -2.54911  0.40682  0.60805
H  0.73498  -0.10151  1.68343
H  2.43496  0.10451  1.07626
H  1.46510  -1.29751  0.46937
H  -0.74552  1.47638  -1.16007
H  -2.83281  -0.60443  0.87289
H  -3.17501  0.86099  -0.30398
H  -2.62853  1.03216  1.57589

Summary:
F_max   4.3 eV Å⁻¹
Relative energy (zero: lowest compared OMol25 entry of this formula, charge and spin)   175.0 kJ/mol
Spin multiplicity   1
Net charge   0
Total energy   -7256.0617 eV
SMILES string   [H]/N=C(C)/C=N/C
Frontier orbital gap   10.31 eV


# 7
Molecular formula: C25H29N3O3S
Method: DFT, ωB97M-V/def2-TZVPD

Atoms and positions in Å:
C  -5.65518  -3.53876  5.39969
O  -5.63997  -2.23595  4.87607
C  -4.49805  -1.80324  4.25363
C  -3.33689  -2.54972  4.09708
C  -2.24213  -2.00835  3.45063
C  -2.26303  -0.71550  2.92508
N  -1.11612  -0.19366  2.32750
C  -1.05793  1.22116  2.03468
C  0.40936  1.64683  1.86281
N  1.13110  0.88962  0.85532
C  0.80533  1.31013  -0.50139
C  1.47118  0.41761  -1.56692
N  0.69847  -0.77004  -1.83712
S  1.50043  -2.16574  -2.24876
O  2.56685  -2.32997  -1.30738
O  0.49794  -3.18001  -2.36932
C  2.18876  -1.82120  -3.86524
C  3.45164  -1.27289  -3.96443
C  3.95448  -0.96216  -5.21776
C  3.18883  -1.20316  -6.34801
C  1.92326  -1.75842  -6.23482
C  1.41669  -2.06760  -4.98318
C  1.31463  2.72049  -0.70497
C  0.54357  3.67538  -1.35199
C  1.03672  4.95221  -1.56218
C  2.30721  5.28492  -1.12672
C  3.08243  4.33626  -0.47942
C  2.59049  3.06091  -0.27206
C  1.00480  -0.52334  1.16997
C  -0.45105  -0.97658  1.29981
C  -3.43752  0.02435  3.09129
C  -4.52830  -0.50766  3.74615
H  -5.50098  -4.29043  4.61779
H  -4.89844  -3.66949  6.18095
H  -6.64511  -3.67163  5.83419
H  -3.26423  -3.55506  4.48188
H  -1.34713  -2.60554  3.36839
H  -1.63040  1.47821  1.12633
H  -1.47735  1.77689  2.87518
H  0.92743  1.48896  2.81302
H  0.45500  2.70960  1.61579
H  -0.28156  1.29387  -0.70264
H  2.44225  0.08237  -1.20259
H  1.62439  1.01057  -2.48040
H  -0.14200  -0.63231  -2.37367
H  4.02610  -1.11638  -3.06545
H  4.94167  -0.53633  -5.31286
H  3.58306  -0.96279  -7.32406
H  1.33518  -1.95185  -7.11905
H  0.44343  -2.51477  -4.85475
H  -0.45179  3.42219  -1.69059
H  0.42571  5.68830  -2.06388
H  2.69094  6.28139  -1.28826
H  4.07349  4.59349  -0.13570
H  3.17788  2.31697  0.24238
H  1.50385  -0.66812  2.13330
H  1.51428  -1.13083  0.42584
H  -0.95819  -0.85643  0.32802
H  -0.47812  -2.03301  1.55715
H  -3.51625  1.02567  2.69800
H  -5.43105  0.07056  3.86762

Summary:
F_max   1.0 eV Å⁻¹
Relative energy (zero: lowest compared OMol25 entry of this formula, charge and spin)   274.9 kJ/mol
Spin multiplicity   1
Net charge   0
Total energy   -47842.8376 eV
SMILES string   COc1ccc(N2CCN([C@H](CNS(=O)(=O)c3ccccc3)c3ccccc3)CC2)cc1
Frontier orbital gap   7.70 eV


# 8
Molecular formula: C28H44Cl3LaN4O3SeSi
Method: DFT, ωB97M-V/def2-TZVPD

Atoms and positions in Å:
C  -1.75963  -2.26595  -5.40172
C  -1.32013  -2.64210  -4.02970
H  -1.93107  -3.18089  -5.97531
H  -1.03174  -1.64531  -5.94620
H  -2.68787  -1.69376  -5.32899
C  -0.59857  -3.74951  -3.75748
C  -0.16265  -4.67550  -4.82770
H  -0.28565  -4.03121  -2.74840
H  0.52126  -4.19094  -5.54209
H  -1.03197  -4.99246  -5.41258
H  0.29172  -5.57866  -4.40154
La  1.77272  1.74040  0.93053
Cl  -1.07571  1.80929  1.04957
Cl  2.29987  3.78017  -0.62969
H  2.39061  5.55108  3.28263
H  -1.04111  6.59348  3.22220
C  1.86436  5.87894  2.36131
C  -0.63092  6.35686  2.23604
N  0.47154  5.40498  2.35815
H  2.41458  5.48151  1.48369
C  0.22964  4.12590  2.57385
O  1.16971  3.29202  2.84336
H  -1.41319  5.90996  1.62008
H  -0.81842  3.82197  2.43368
H  1.82933  6.97461  2.30536
H  -0.25416  7.26083  1.76620
H  2.30528  -1.08278  -2.98959
H  2.57093  -3.48715  -2.15196
C  3.26201  -0.89054  -2.47069
C  3.43752  -3.17224  -1.55664
N  3.35846  -1.74167  -1.27409
H  3.32937  0.16357  -2.17707
C  3.53195  -1.25518  -0.01705
O  3.66888  -0.04979  0.31426
H  3.45488  -3.73485  -0.62144
H  3.47766  -2.04496  0.75987
H  4.06426  -1.17114  -3.16774
H  4.34196  -3.39736  -2.13790
O  -1.03906  -0.39879  -3.31196
C  -1.67754  -1.62799  -2.97386
C  -0.05001  -2.48705  -1.18504
C  -1.34776  -2.09781  -1.56437
H  0.81715  -2.20362  -1.79690
C  0.12811  -3.25390  -0.03413
H  -2.76538  -1.46507  -3.02817
C  -2.40877  -2.26225  -0.67203
H  1.13821  -3.55614  0.27142
C  -0.97966  -3.59865  0.73978
C  -2.24613  -3.07239  0.45174
H  -3.36129  -1.76863  -0.90937
H  -0.83868  -4.25638  1.58845
H  -3.08758  -3.30384  1.10592
Si  -1.32575  0.98902  -4.06389
Cl  0.98174  0.04958  -0.65515
C  0.42858  1.67277  -4.08973
C  -2.22942  2.12877  -2.94603
C  -1.87417  0.95481  -5.81290
H  1.13734  0.92022  -3.74857
H  0.48606  2.54517  -3.42577
H  0.67250  1.98061  -5.11128
H  -0.95206  0.80001  -6.40630
H  -2.27585  1.96071  -6.05449
H  -2.63834  0.19333  -6.00731
H  -2.43309  1.62227  -2.01002
H  -3.13377  2.46484  -3.43366
H  -1.62087  3.00698  -2.73491
C  -0.75091  -2.32497  4.62904
N  -0.40585  -0.92122  4.73851
C  0.19493  -0.20824  3.74675
Se  0.74114  -0.95205  2.17473
N  0.29894  1.07262  4.21185
C  -0.22401  1.17389  5.49586
C  -0.10888  2.20245  6.41797
C  -0.41403  1.88050  7.74621
C  -0.82649  0.57881  8.10827
C  -0.98424  -0.43019  7.14983
C  -0.67165  -0.09885  5.83956
H  0.09906  -2.87262  4.20967
H  -1.61709  -2.46873  3.97071
H  -0.98365  -2.67880  5.63425
H  0.56974  1.89836  3.64692
H  0.21102  3.18597  6.07377
H  -0.32160  2.64001  8.52324
H  -1.01877  0.36196  9.15928
H  -1.30785  -1.44706  7.36691

Summary:
F_max   2.9 eV Å⁻¹
Relative energy (zero: lowest compared OMol25 entry of this formula, charge and spin)   181.4 kJ/mol
Spin multiplicity   1
Net charge   0
Total energy   -153510.9819 eV
Frontier orbital gap   7.52 eV